1.
{
  "formula": "C20H38AsBCl2F9NO8P2",
  "method": "ωB97M-V/def2-TZVPD",
  "symbols": ["C", "H", "F", "C", "C", "C", "O", "H", "F", "H", "H", "H", "F", "H", "C", "H", "Cl", "H", "H", "H", "H", "H", "H", "H", "H", "F", "As", "C", "H", "F", "C", "C", "H", "H", "C", "C", "C", "F", "H", "H", "C", "N", "P", "F", "H", "O", "H", "H", "H", "H", "P", "H", "C", "H", "C", "H", "H", "C", "O", "H", "H", "B", "C", "H", "O", "F", "F", "C", "H", "Cl", "O", "O", "H", "O", "H", "C", "H", "C", "H", "O", "C", "H"],
  "positions_angstrom": [[-4.0340, 2.4831, -2.3389], [2.7489, 0.8828, -2.1255], [4.1315, 3.0454, -1.0347], [-1.3080, -7.6319, 2.7939], [-3.0028, 2.5357, -1.1691], [1.0051, 1.8999, -1.4414], [-2.5682, -0.6418, -0.4580], [-1.1338, -3.7329, 3.9468], [3.1455, 1.2809, -4.5324], [1.7056, 2.6527, 4.2551], [-0.0499, 6.5628, 0.6723], [0.8096, -7.2405, 2.8339], [6.5875, 3.4152, -3.5336], [-2.1843, -4.9785, 3.2462], [-4.5693, 3.8658, -2.9189], [-2.3177, -8.3668, 5.7753], [-1.8671, 2.8905, -4.9165], [-1.0187, -4.5053, 0.9626], [0.7620, -5.0133, 3.3505], [-2.6367, -6.9140, 4.8099], [-1.5957, 1.5627, 2.0923], [-1.2669, -8.4221, 2.0413], [1.4230, 0.2826, -3.0268], [1.2350, 1.2753, -0.5357], [-0.0401, -6.4090, 1.5180], [5.4777, 5.1053, -2.5380], [-1.0159, 2.1726, -1.3894], [-0.1105, -6.7240, 2.5580], [1.1956, -4.3117, 0.8453], [5.0433, 1.5821, -2.5189], [4.5613, 2.8346, -2.3235], [3.3861, 3.2598, -3.2686], [3.0364, 2.8461, 3.0933], [1.6923, 4.1059, 3.2291], [0.0168, 5.9021, -0.1945], [1.9430, 3.0224, 3.2249], [1.2607, -3.3868, 1.4259], [1.5039, 2.7336, -4.5893], [-2.2673, -7.1226, 2.6596], [-4.9787, 2.0529, -1.9012], [-0.1965, 5.1015, -1.0852], [-0.1432, -5.4863, 3.4138], [-1.1804, -0.0914, -0.6479], [6.5775, 3.6437, -1.3661], [-3.3740, 1.8650, -0.3536], [-0.3927, -0.3480, 0.8434], [-3.8559, 1.8713, -3.2389], [-0.1950, -5.7818, 4.3923], [1.9121, 1.6139, 1.5797], [-1.1103, -7.0847, 5.7337], [-1.1669, 1.3242, -3.6292], [1.7854, -2.6354, 0.8373], [-1.8625, -7.6139, 5.1365], [-5.4081, 4.2754, -2.3173], [-0.7112, 4.0701, -2.0559], [-1.5713, 4.5329, -2.5907], [-5.0313, 3.6217, -3.9144], [2.3829, 2.1454, -3.7241], [0.5038, 3.0814, 1.1905], [-2.9126, 0.0972, -2.9273], [0.0862, 3.9868, -2.8453], [-0.7188, 2.6216, 0.6429], [1.7942, 1.2492, -2.6147], [0.4889, 1.4995, 2.6521], [-1.2296, -8.2743, 4.0489], [2.7359, 4.3446, -2.7463], [3.9708, 3.7401, -4.4381], [5.8153, 3.8061, -2.5008], [1.5059, 2.8761, -1.2181], [-3.3275, 4.1912, -0.3639], [-0.0210, -2.8741, 1.7767], [-1.7384, 2.3986, 1.6223], [-3.7661, 4.5940, -3.1361], [-2.2821, 0.0444, -3.6686], [-1.9958, -3.2115, 1.6285], [-1.2254, -4.4710, 3.1488], [-0.4970, -2.0690, -1.2268], [-1.0867, -3.7966, 1.7945], [1.8468, -3.5590, 2.3375], [-0.3669, -1.2049, -1.6579], [1.1386, 2.2274, 2.1187], [0.1175, -1.1731, 0.7894]],
  "lowdin_charge": [-0.35, 0.12, 0.13, -0.20, -0.71, -0.33, -0.39, 0.15, 0.06, 0.06, 0.04, 0.15, 0.16, 0.13, -0.20, 0.10, 0.16, 0.13, 0.15, 0.09, 0.08, 0.14, 0.10, 0.05, 0.13, 0.18, 0.75, -0.08, 0.09, 0.15, -0.30, -0.30, 0.07, 0.08, 0.07, -0.06, -0.07, 0.07, 0.13, 0.11, -0.22, 0.07, 0.52, 0.12, 0.04, -0.24, 0.04, 0.15, 0.11, 0.08, 0.54, 0.11, -0.08, 0.05, -0.38, 0.04, 0.07, -0.40, -0.02, 0.00, 0.05, -0.66, -0.18, 0.10, -0.16, 0.13, 0.11, -0.48, 0.08, 0.61, -0.20, 0.03, 0.04, -0.43, 0.15, -0.07, 0.04, -0.18, 0.09, -0.25, -0.27, 0.01],
  "lumo_ev": -1.76,
  "e_homo_ev": -5.75,
  "orbital_gap_ev": 4.0
}

***

2.
{
  "formula": "C21H28N2O4",
  "method": "ωB97M-V/def2-TZVPD",
  "symbols": ["C", "H", "H", "C", "O", "H", "C", "H", "H", "H", "H", "H", "H", "H", "H", "H", "C", "C", "H", "H", "C", "H", "C", "H", "C", "C", "H", "H", "C", "C", "C", "C", "C", "C", "C", "C", "N", "N", "H", "C", "O", "O", "O", "H", "C", "H", "H", "H", "H", "H", "H", "H", "C", "H", "C"],
  "positions_angstrom": [[0.3993, -3.2019, 2.3371], [0.3003, 0.8359, 0.8162], [-2.7632, 1.7749, 5.9038], [-0.5035, -1.1675, -1.5352], [-0.8461, 0.3335, -4.8486], [3.1577, -4.2509, 3.5991], [-2.4527, 4.3122, 0.5960], [2.7670, -1.1372, -2.4309], [2.8506, 1.7503, -3.8268], [-1.2315, -2.0215, 1.5966], [3.3493, -1.9653, 3.5393], [-1.9307, 2.0774, 3.7540], [1.3120, -1.7973, -0.5592], [-2.8010, 0.0222, 5.5969], [-2.3576, 5.2491, 1.1441], [3.7882, 1.2437, -5.2450], [-0.2428, -0.2037, -3.7446], [2.5743, -1.2571, -5.5430], [-1.1437, -1.4896, -0.7212], [2.2483, 0.1728, 2.9147], [-0.1626, 0.5752, 1.7689], [1.4855, 0.5841, -5.5669], [2.3587, -1.9751, 3.1120], [3.1858, -0.9829, -6.4082], [-2.4658, 0.3428, 2.8900], [-1.6917, 0.6761, 1.5972], [-2.4411, 1.8894, 0.0288], [-2.1344, -0.4601, -2.7372], [-3.0799, 1.0015, 5.2024], [1.6985, -0.9647, -2.5113], [-1.0594, -0.5915, -2.6788], [1.6950, -3.2003, 2.8887], [-0.2319, -1.9885, 2.0025], [-1.9325, 3.1855, 1.4581], [2.0578, 0.0019, -4.8378], [3.2269, 0.8828, -4.3780], [-2.4389, 1.2114, 3.9062], [-2.0422, 1.9555, 0.9503], [-3.5002, 4.1363, 0.3593], [1.7295, -0.7638, 2.7625], [-3.1059, -0.7043, 2.9463], [2.2963, -4.3781, 3.2016], [-1.4435, 3.4358, 2.5516], [-1.8083, 0.2475, -4.7701], [1.1549, -0.3849, -3.6742], [3.9150, 0.3298, -3.7321], [3.1834, -1.8637, -4.8652], [-1.8684, 4.3666, -0.3203], [1.7337, -1.8644, -5.8939], [0.1488, 1.3296, 2.4922], [-1.9804, -0.0953, 0.8868], [-4.1643, 1.0367, 5.0882], [0.4352, -0.7596, 2.2029], [-0.1051, -4.1437, 2.1822], [0.8769, -1.3474, -1.4480]],
  "lowdin_charge": [0.00, 0.12, 0.08, -0.09, 0.04, 0.10, 0.01, 0.11, 0.08, 0.10, 0.10, 0.09, 0.10, 0.09, 0.09, 0.08, -0.26, -0.06, 0.09, 0.11, -0.10, 0.13, -0.02, 0.08, -0.45, -0.19, 0.14, 0.11, -0.05, -0.02, -0.03, -0.32, -0.03, -0.54, -0.38, -0.07, 0.04, 0.12, 0.08, -0.03, 0.04, 0.05, 0.03, 0.11, -0.14, 0.07, 0.08, 0.08, 0.08, 0.11, 0.12, 0.08, -0.21, 0.11, -0.08],
  "de_lowest_kj_mol": 136.0,
  "lumo_ev": 0.38,
  "e_homo_ev": -8.32,
  "orbital_gap_ev": 8.7
}

***

3.
{
  "formula": "C20H28N2O5",
  "method": "ωB97M-V/def2-TZVPD",
  "symbols": ["H", "C", "C", "H", "H", "H", "H", "N", "O", "H", "H", "H", "C", "O", "H", "H", "H", "H", "C", "H", "H", "H", "C", "C", "C", "O", "C", "H", "C", "C", "H", "H", "N", "C", "H", "H", "H", "H", "O", "C", "C", "O", "H", "H", "H", "C", "C", "H", "C", "C", "C", "C", "H", "H", "C"],
  "positions_angstrom": [[-5.5708, -1.0861, -0.2892], [0.7486, 2.0811, -0.9576], [1.4987, -1.4573, -0.6492], [1.5586, -3.4365, 1.3433], [-1.5656, 3.3272, -1.9812], [4.5085, -2.5339, 0.0299], [-2.5625, -0.4685, -1.7264], [3.2630, -0.1247, -1.6705], [-0.2912, 4.2699, -0.6419], [-2.6214, 2.3643, 0.9272], [-2.0087, -1.2764, 1.1096], [-4.6872, -2.0478, -1.4766], [-2.2140, 1.3640, 0.7974], [5.4192, -0.6096, -1.1780], [4.1310, 1.1422, 2.6033], [-0.1436, 4.1300, -2.7087], [-5.7275, -2.8387, -0.2954], [0.3509, 1.9582, -1.9530], [-2.7833, -1.0651, 0.3647], [2.7297, 0.3141, 3.3452], [-3.9793, 0.6433, -0.1897], [1.2727, -0.0499, -2.2377], [-3.3292, 0.3403, 0.6338], [3.4740, 0.2688, 2.5435], [4.2353, -0.8411, -1.0657], [-0.7275, -0.8437, -1.0067], [1.7968, 2.3287, 1.5853], [-1.5668, 1.3604, -0.0744], [0.4729, 3.2236, -0.2159], [1.8529, -0.1434, -1.3089], [4.0710, -0.6346, 2.6588], [-1.6000, 1.1303, 1.6646], [3.7866, -1.9511, -0.3680], [2.2221, -3.5826, 0.4944], [-2.2186, -2.1913, -1.3935], [-3.9338, 0.3153, 1.5434], [-3.3918, -3.1192, 0.3982], [-1.4666, 5.1047, -2.0247], [2.8687, 0.1619, 1.2797], [0.0903, -1.8107, -0.5350], [-3.8641, -2.1431, 0.5264], [-0.3372, -2.8608, -0.1012], [2.1968, 2.4493, 2.5790], [-4.2480, -2.0962, 1.5480], [3.5849, 0.7211, -2.1187], [2.0760, 1.1853, 0.8432], [-5.0316, -2.0164, -0.4461], [1.7117, -4.2691, -0.1783], [1.0061, 3.3322, 1.0646], [-0.8915, 4.1870, -1.9108], [-2.1159, -1.1678, -1.0168], [1.5317, 1.0601, -0.4405], [0.7915, 4.2173, 1.6413], [3.1548, -4.0307, 0.8300], [2.4726, -2.2844, -0.1943]],
  "lowdin_charge": [0.07, 0.02, -0.04, 0.09, 0.09, 0.16, 0.14, 0.16, -0.09, 0.08, 0.14, 0.07, -0.09, 0.07, 0.10, 0.10, 0.07, 0.12, -0.32, 0.10, 0.11, 0.15, -0.22, -0.07, -0.54, -0.01, 0.00, 0.05, -0.29, -0.18, 0.09, 0.08, 0.16, 0.00, 0.13, 0.11, 0.11, 0.09, -0.10, -0.43, -0.22, 0.09, 0.11, 0.11, 0.16, -0.21, -0.10, 0.10, 0.00, -0.09, -0.13, -0.09, 0.12, 0.08, -0.21],
  "de_lowest_kj_mol": 176.8,
  "lumo_ev": 0.64,
  "e_homo_ev": -8.04,
  "orbital_gap_ev": 8.7
}